No. 1
This record from OMol25 describes C10H10Cl2O4Ti as an isolated structure at a distorted geometry. The level of theory is ωB97M-V with the def2-TZVPD basis set.

Values from the calculation:
total charge = -2
HOMO (alpha / beta) = 1.8022 / -0.4134 eV
gap between HOMO and LUMO (alpha / beta) = 3.9 / 4.8 eV
molar mass = 312.96 g/mol
lowest unoccupied orbital energy (alpha / beta) = 5.688 / 4.368 eV
maximum force = 3.226 eV/Å
2S+1 = 3
⟨S²⟩ = 2.04

Geometry (Å):
Ti  -1.1938  -0.8555  1.6653
Cl  0.2530  0.3248  3.2735
Cl  0.0096  -2.7098  0.9614
O  1.5487  -0.3995  3.3504
O  -1.5595  -1.0366  3.2860
O  0.0657  0.6247  1.5441
O  -0.1862  1.6107  3.8818
C  -2.9119  -1.0348  -0.1039
C  2.6297  -0.7567  -0.9414
C  -1.4426  -0.0737  -1.6340
C  -2.6802  0.3313  0.2886
C  2.0407  -0.1884  -2.0999
C  -2.0650  -1.2910  -1.2409
C  1.7811  1.2498  -1.7735
C  -1.7172  0.9008  -0.6750
C  2.6620  0.2346  0.1078
C  2.1636  1.4805  -0.4374
H  3.1024  0.1297  1.0784
H  -1.5221  1.9596  -0.7952
H  2.9952  -1.7494  -0.8990
H  -3.7814  -1.5571  0.2371
H  2.1397  -0.5548  -3.1056
H  -3.3374  0.9202  0.9011
H  1.5522  2.0462  -2.5148
H  -1.9176  -2.1965  -1.7965
H  -0.9122  0.1318  -2.5566
H  2.2836  2.4591  -0.0021

List of Mulliken charges in e, atom by atom: 0.886 1.062 -0.636 -0.577 -0.940 -0.576 -0.591 -0.613 -0.740 -0.189 -0.680 -0.432 -0.770 -0.254 -0.530 -0.176 -0.486 0.452 0.391 0.402 0.481 0.442 0.469 0.348 0.312 0.533 0.411

=====

No. 2
This record from OMol25 describes C29H45BCsN6S3Te as an isolated structure at a distorted geometry. The level of theory is ωB97M-V with the def2-TZVPD basis set.

Values from the calculation:
total charge = +1
HOMO = -10.0174 eV
gap between HOMO and LUMO = 6.5 eV
molar mass = 845.24 g/mol
lowest unoccupied orbital energy = -3.495 eV
maximum force = 4.227 eV/Å
2S+1 = 1

Geometry (Å):
Cs  -3.1193  -0.1339  3.8598
Te  -1.8686  2.0086  6.8022
S  -1.9012  2.3906  1.6284
S  -1.9989  -2.2814  1.6028
S  0.4677  0.4744  3.5361
N  -1.5176  0.4319  -0.2361
N  0.1163  -1.3825  0.1720
N  1.2208  -1.4619  -0.4728
N  -1.8325  -0.4157  -1.2680
N  1.1113  1.5923  -0.1773
N  0.7609  0.9647  0.9271
C  -1.2814  -4.8573  0.1322
C  -2.4102  0.6239  8.3077
C  -3.5705  1.6617  -0.3498
C  2.6244  -1.6835  -3.1260
C  2.4712  2.9648  -1.5339
C  1.4240  2.6538  -2.5373
C  -3.7337  -0.5731  -3.9959
C  -4.5902  -1.9401  -2.2337
C  -2.2776  -2.3344  -2.9674
C  2.8107  -2.5265  -1.8787
C  -3.0352  -0.2747  -1.7183
C  2.6132  1.7478  2.1039
C  3.2765  -3.9415  -2.3146
C  3.8281  2.6249  -2.1045
C  -0.3435  -3.7059  -0.0429
C  1.3019  1.1250  2.1854
C  2.2206  2.2362  -0.2242
C  -3.3678  -1.2936  -2.7191
C  -2.3063  1.4875  0.3003
C  1.5206  -2.6214  -1.0709
C  3.0631  2.2270  0.9149
C  2.5518  4.5066  -1.2626
C  -4.5316  2.7123  0.1010
C  -3.9308  0.7528  -1.3248
C  -0.6933  -2.4464  0.5775
C  3.5525  1.4985  3.2291
C  0.7830  -3.7772  -0.8571
C  3.8688  -1.8811  -0.9608
C  -0.1050  3.1031  7.5527
B  -0.3541  0.0485  0.5210
H  4.0433  -2.4991  -0.0613
H  -4.2547  0.3542  -3.7482
H  -2.5700  -3.0824  -3.7720
H  3.8313  1.5998  -2.4529
H  3.4781  -0.8946  -0.6888
H  3.4686  -4.6198  -1.4542
H  1.5835  -1.9446  -3.5986
H  4.0495  3.2046  -3.0044
H  1.1785  -4.7522  -1.3256
H  -5.4611  2.3055  0.5074
H  -5.3425  -1.1915  -1.9024
H  -0.3979  3.8459  8.3354
H  0.3767  2.7530  -2.1597
H  4.7734  -1.7239  -1.5234
H  3.4886  0.4753  3.6455
H  3.3973  2.1986  4.0616
H  4.6208  2.8058  -1.4093
H  4.5877  1.6406  2.8733
H  0.4516  2.2788  7.9517
H  2.0633  5.0590  -2.1031
H  1.4277  3.2823  -3.4239
H  4.0076  2.7481  0.9113
H  -4.5399  -2.5679  -1.3543
H  -3.3641  0.9255  8.7927
H  2.0535  4.7785  -0.3117
H  -1.9636  -2.8519  -2.0960
H  -4.4723  -1.1040  -4.6406
H  2.6359  -4.3901  -3.0954
H  3.6419  4.7794  -1.1884
H  -2.4758  -0.4184  7.8740
H  -4.8299  3.2693  -0.7936
H  -2.8071  -0.3338  -4.5957
H  1.5043  1.5990  -2.9462
H  0.4286  3.7117  6.8505
H  -1.0159  -5.7167  -0.4880
H  3.4257  -1.8413  -3.8462
H  -2.3904  -4.6336  -0.1523
H  -4.0443  3.4021  0.7880
H  -1.6568  0.6229  9.1038
H  -5.0707  -2.5893  -3.0413
H  -1.2507  -5.1928  1.1674
H  -1.3452  -1.8911  -3.3272
H  -4.9323  0.6671  -1.7752
H  2.5507  -0.6492  -2.9273
H  4.2990  -3.7238  -2.7323

List of Mulliken charges in e, atom by atom: 1.008 0.194 -0.171 -0.752 -0.232 1.481 1.101 -0.742 -0.512 -0.224 0.829 -1.870 -0.924 -0.370 -1.092 2.395 -1.692 -1.669 -1.569 -1.670 2.540 0.221 1.004 -2.266 -1.794 0.322 -0.178 -0.150 2.441 0.384 -0.533 -0.749 -1.481 -1.785 -0.551 0.953 -1.696 -0.159 -1.464 -1.029 -1.869 0.326 0.390 0.428 0.197 0.139 0.450 0.201 0.490 0.373 0.364 0.314 0.343 0.289 0.505 0.367 0.290 0.449 0.429 0.292 0.331 0.512 0.533 0.255 0.311 0.326 0.021 0.395 0.385 0.346 0.267 0.376 0.335 0.059 0.325 0.403 0.433 0.189 0.374 0.276 0.420 0.444 0.400 0.562 -0.065 0.467